# 1
{"formula": "C73H174N10O21", "method": "ωB97M-V/def2-TZVPD", "orbital_gap_ev": 8.2, "charge": 0, "relative_energy_kcal_mol": 234.4, "smiles": "CC1(C)CCCC(C)(C)N1O.CC1(C)CCCC(C)(C)N1O.CC1(C)CCCC(C)(C)N1O.COCCNCCOC.COCCNCCOC.COCCNCCOC.COCCNCCOC.COCCNCCOC.COCCNCCOC.COCCNCCOC.OCCO.OCCO", "spin_multiplicity": 1, "elements": ["C", "C", "C", "C", "C", "C", "C", "C", "C", "N", "O", "H", "H", "H", "H", "H", "H", "H", "H", "H", "H", "H", "H", "H", "H", "H", "H", "H", "H", "H", "C", "C", "C", "C", "C", "C", "C", "C", "C", "N", "O", "H", "H", "H", "H", "H", "H", "H", "H", "H", "H", "H", "H", "H", "H", "H", "H", "H", "H", "H", "C", "C", "C", "C", "C", "C", "C", "C", "C", "N", "O", "H", "H", "H", "H", "H", "H", "H", "H", "H", "H", "H", "H", "H", "H", "H", "H", "H", "H", "H", "C", "O", "C", "C", "N", "C", "C", "O", "C", "H", "H", "H", "H", "H", "H", "H", "H", "H", "H", "H", "H", "H", "H", "H", "C", "O", "C", "C", "N", "C", "C", "O", "C", "H", "H", "H", "H", "H", "H", "H", "H", "H", "H", "H", "H", "H", "H", "H", "C", "O", "C", "C", "N", "C", "C", "O", "C", "H", "H", "H", "H", "H", "H", "H", "H", "H", "H", "H", "H", "H", "H", "H", "C", "O", "C", "C", "N", "C", "C", "O", "C", "H", "H", "H", "H", "H", "H", "H", "H", "H", "H", "H", "H", "H", "H", "H", "C", "O", "C", "C", "N", "C", "C", "O", "C", "H", "H", "H", "H", "H", "H", "H", "H", "H", "H", "H", "H", "H", "H", "H", "C", "O", "C", "C", "N", "C", "C", "O", "C", "H", "H", "H", "H", "H", "H", "H", "H", "H", "H", "H", "H", "H", "H", "H", "C", "O", "C", "C", "N", "C", "C", "O", "C", "H", "H", "H", "H", "H", "H", "H", "H", "H", "H", "H", "H", "H", "H", "H", "O", "C", "C", "O", "H", "H", "H", "H", "H", "H", "O", "C", "C", "O", "H", "H", "H", "H", "H", "H"], "xyz": [[1.055, 1.762, -13.311], [0.378, 0.681, -12.567], [-0.909, 1.144, -11.979], [-0.233, -0.303, -13.675], [0.859, -1.252, -14.075], [1.389, -1.926, -12.787], [2.060, -1.057, -11.726], [2.168, -1.903, -10.428], [3.519, -0.679, -12.202], [1.275, 0.139, -11.446], [1.860, 1.064, -10.538], [0.931, 2.612, -12.640], [2.040, 1.399, -13.605], [0.348, 2.085, -14.075], [-0.987, 2.144, -11.551], [-1.790, 1.103, -12.619], [-1.124, 0.459, -11.158], [-1.095, -0.818, -13.252], [-0.625, 0.252, -14.527], [0.349, -2.085, -14.559], [1.676, -0.783, -14.623], [2.006, -2.725, -13.197], [0.526, -2.440, -12.364], [2.602, -2.851, -10.748], [1.200, -2.267, -10.084], [2.599, -1.355, -9.590], [3.545, -0.132, -13.145], [4.195, -1.533, -12.232], [4.050, -0.106, -11.442], [1.310, 1.036, -9.752], [3.811, 7.589, -9.308], [3.597, 8.718, -8.298], [4.894, 8.826, -7.415], [3.554, 10.065, -9.069], [2.091, 10.466, -9.571], [1.009, 10.355, -8.512], [1.009, 8.969, -7.822], [0.177, 9.174, -6.494], [0.344, 8.037, -8.842], [2.405, 8.512, -7.393], [2.411, 7.356, -6.576], [3.160, 7.428, -10.167], [4.788, 7.702, -9.778], [3.723, 6.638, -8.782], [5.813, 9.192, -7.873], [4.571, 9.436, -6.571], [5.111, 7.852, -6.975], [4.150, 10.891, -8.680], [3.976, 9.827, -10.045], [2.118, 11.517, -9.858], [1.793, 9.961, -10.490], [0.001, 10.677, -8.772], [1.339, 10.970, -7.675], [-0.893, 9.369, -6.571], [0.584, 9.886, -5.775], [0.234, 8.382, -5.747], [-0.722, 8.261, -8.881], [0.413, 6.967, -8.647], [0.660, 8.220, -9.869], [2.364, 7.706, -5.683], [-6.248, 0.851, 1.315], [-6.798, 0.361, 2.635], [-7.831, -0.686, 2.313], [-5.626, -0.293, 3.485], [-5.755, -0.193, 4.938], [-5.850, 1.222, 5.215], [-7.201, 1.762, 4.756], [-8.430, 1.352, 5.585], [-7.119, 3.235, 5.105], [-7.242, 1.643, 3.322], [-8.389, 2.232, 2.722], [-5.532, 1.674, 1.311], [-7.058, 1.119, 0.638], [-5.723, 0.111, 0.710], [-8.724, -0.189, 1.935], [-8.090, -1.287, 3.185], [-7.547, -1.296, 1.455], [-5.700, -1.371, 3.343], [-4.644, -0.054, 3.075], [-4.847, -0.663, 5.317], [-6.644, -0.660, 5.361], [-5.101, 1.837, 4.717], [-5.737, 1.343, 6.293], [-8.031, 1.018, 6.544], [-9.123, 2.160, 5.817], [-8.841, 0.441, 5.150], [-8.039, 3.726, 4.789], [-7.024, 3.398, 6.179], [-6.288, 3.848, 4.755], [-8.998, 1.494, 2.803], [3.498, 10.024, 9.499], [3.731, 8.962, 8.634], [2.575, 8.508, 7.858], [3.003, 7.054, 7.323], [2.068, 6.269, 6.519], [1.869, 6.875, 5.234], [3.204, 7.006, 4.343], [2.760, 7.531, 3.048], [2.212, 6.591, 2.103], [4.345, 10.279, 10.136], [2.629, 9.979, 10.156], [3.326, 10.935, 8.926], [2.317, 9.111, 6.987], [1.657, 8.619, 8.434], [3.183, 6.334, 8.121], [3.902, 7.214, 6.728], [1.203, 6.271, 7.040], [1.244, 7.768, 5.204], [1.132, 6.217, 4.775], [3.653, 6.025, 4.187], [3.846, 7.811, 4.699], [1.254, 6.218, 2.465], [2.899, 5.782, 1.853], [1.929, 7.260, 1.290], [0.997, -6.929, -2.726], [-0.340, -7.115, -3.024], [-0.802, -8.522, -2.892], [-2.156, -8.425, -2.097], [-3.062, -7.277, -2.438], [-3.865, -7.616, -3.669], [-4.447, -6.324, -4.257], [-3.626, -5.502, -5.070], [-2.409, -5.007, -4.495], [1.571, -7.024, -3.648], [1.238, -7.432, -1.790], [0.974, -5.866, -2.482], [-0.074, -9.177, -2.413], [-0.798, -8.922, -3.906], [-2.013, -8.473, -1.017], [-2.622, -9.404, -2.213], [-2.478, -6.549, -2.823], [-4.612, -8.383, -3.468], [-3.268, -8.134, -4.421], [-4.755, -5.643, -3.464], [-5.365, -6.558, -4.795], [-1.917, -4.286, -5.148], [-1.758, -5.873, -4.375], [-2.726, -4.481, -3.595], [3.844, -4.401, 13.059], [4.821, -3.383, 12.991], [4.589, -2.526, 11.791], [5.313, -1.255, 11.799], [4.754, -0.424, 12.822], [4.992, 1.062, 12.711], [6.524, 1.371, 12.818], [7.275, 0.686, 13.827], [8.693, 0.866, 13.755], [3.997, -5.170, 13.816], [3.469, -4.770, 12.105], [2.896, -4.059, 13.474], [3.515, -2.386, 11.907], [4.664, -3.039, 10.833], [5.134, -0.678, 10.891], [6.401, -1.254, 11.846], [5.109, -0.668, 13.735], [4.554, 1.530, 13.593], [4.659, 1.681, 11.877], [6.653, 2.413, 13.110], [6.903, 1.248, 11.804], [8.979, 0.809, 12.705], [9.284, 0.128, 14.298], [8.714, 1.904, 14.086], [-2.373, 0.553, 13.381], [-2.018, 1.789, 14.022], [-0.866, 1.733, 14.789], [-0.644, 0.605, 15.786], [-1.585, 0.499, 16.849], [-1.578, -0.673, 17.642], [-0.330, -0.667, 18.588], [-0.287, -1.881, 19.264], [0.790, -1.984, 20.052], [-2.526, -0.318, 14.017], [-1.625, 0.296, 12.630], [-3.257, 0.500, 12.746], [-0.693, 2.713, 15.233], [-0.051, 1.702, 14.066], [0.352, 0.650, 16.228], [-0.535, -0.349, 15.271], [-2.365, 0.484, 16.207], [-1.854, -1.626, 17.191], [-2.446, -0.431, 18.255], [-0.398, 0.105, 19.355], [0.654, -0.507, 18.148], [1.286, -1.248, 20.686], [1.619, -2.254, 19.399], [0.689, -2.871, 20.677], [6.071, -12.435, 4.496], [4.732, -12.867, 4.875], [4.025, -12.176, 5.973], [3.366, -10.802, 5.569], [4.402, -9.739, 5.775], [4.104, -8.444, 5.193], [2.884, -7.722, 5.915], [1.685, -8.448, 5.515], [0.901, -8.137, 4.416], [6.721, -12.957, 5.198], [6.018, -11.346, 4.509], [6.310, -12.718, 3.471], [4.581, -12.093, 6.907], [3.240, -12.913, 6.140], [2.492, -10.486, 6.138], [3.047, -10.776, 4.527], [5.320, -9.999, 5.443], [4.009, -8.492, 4.108], [4.932, -7.830, 5.549], [2.850, -6.674, 5.616], [2.989, -7.754, 6.999], [0.038, -8.797, 4.493], [1.467, -8.221, 3.488], [0.412, -7.163, 4.452], [0.452, 0.207, 4.090], [0.436, -0.333, 2.764], [0.250, 0.606, 1.735], [0.289, -0.223, 0.419], [-0.041, 0.692, -0.630], [0.258, 0.011, -1.858], [-0.133, 0.884, -3.086], [-1.564, 1.007, -3.070], [-2.155, 1.410, -4.266], [1.072, -0.567, 4.542], [-0.537, 0.263, 4.546], [1.054, 1.115, 4.121], [1.138, 1.233, 1.812], [-0.699, 1.102, 1.938], [-0.427, -1.044, 0.441], [1.272, -0.671, 0.279], [-1.038, 0.840, -0.685], [-0.313, -0.896, -2.055], [1.314, -0.232, -1.974], [0.142, 0.417, -4.032], [0.431, 1.808, -2.956], [-2.195, 0.563, -4.952], [-1.626, 2.254, -4.708], [-3.194, 1.675, -4.074], [-6.865, -2.718, -12.094], [-7.430, -2.456, -13.374], [-8.815, -2.476, -13.574], [-8.990, -2.103, -15.054], [-10.327, -2.384, -15.510], [-10.246, -1.928, -16.912], [-11.682, -1.932, -17.466], [-12.226, -3.202, -17.360], [-13.315, -3.458, -18.200], [-6.895, -1.856, -11.428], [-5.836, -2.996, -12.324], [-7.402, -3.493, -11.547], [-9.443, -1.853, -12.937], [-9.012, -3.513, -13.304], [-8.335, -2.634, -15.744], [-8.734, -1.062, -15.253], [-10.627, -3.320, -15.741], [-9.767, -2.709, -17.502], [-9.673, -1.041, -17.184], [-11.709, -1.421, -18.428], [-12.398, -1.300, -16.940], [-12.853, -3.436, -19.187], [-14.211, -2.838, -18.220], [-13.663, -4.467, -17.976], [7.947, -2.596, 3.328], [7.687, -1.280, 3.488], [6.732, -1.069, 4.684], [7.256, -1.636, 5.943], [7.683, -2.880, 2.450], [8.566, -0.681, 3.724], [7.219, -0.902, 2.579], [5.764, -1.539, 4.509], [6.432, -0.025, 4.776], [8.018, -2.122, 5.620], [5.807, 3.672, -4.315], [5.729, 2.747, -5.303], [6.534, 1.416, -4.830], [5.715, 0.234, -5.016], [5.872, 4.556, -4.685], [4.705, 2.514, -5.598], [6.156, 3.164, -6.215], [6.684, 1.371, -3.751], [7.386, 1.390, -5.509], [5.478, 0.155, -5.942]]}

=====

# 2
{"formula": "C74H71Ge2N4S5V", "method": "ωB97M-V/def2-TZVPD", "orbital_gap_ev": [6.6, 6.7], "charge": 0, "spin_multiplicity": 3, "elements": ["V", "C", "C", "C", "C", "C", "C", "N", "C", "C", "C", "C", "C", "N", "C", "C", "C", "C", "C", "C", "N", "H", "H", "H", "H", "H", "H", "H", "H", "H", "H", "H", "H", "H", "H", "H", "S", "C", "C", "C", "C", "C", "C", "C", "C", "C", "N", "H", "H", "H", "H", "H", "H", "C", "C", "C", "C", "C", "C", "C", "C", "C", "C", "C", "C", "C", "C", "C", "Ge", "S", "S", "Ge", "S", "S", "C", "C", "C", "C", "C", "C", "C", "C", "C", "C", "C", "C", "C", "C", "C", "C", "C", "C", "C", "C", "C", "C", "C", "C", "C", "C", "C", "C", "C", "C", "C", "C", "C", "H", "H", "H", "H", "H", "H", "H", "H", "H", "H", "H", "H", "H", "H", "H", "H", "H", "H", "H", "H", "H", "H", "H", "H", "H", "H", "H", "H", "H", "H", "H", "H", "H", "H", "H", "H", "H", "H", "H", "H", "H", "H", "H", "H", "H", "H", "H", "H", "H", "H"], "xyz": [[-1.675, 0.753, 1.841], [-4.181, 3.213, 0.080], [-4.045, 2.867, 1.565], [-4.578, 3.952, 2.459], [-4.664, 3.840, 3.798], [-4.181, 2.736, 4.575], [-3.182, 1.892, 4.196], [-2.355, 2.059, 3.135], [-2.833, 0.663, 4.932], [-3.123, 0.458, 6.275], [-2.808, -0.763, 6.836], [-2.259, -1.747, 6.037], [-2.007, -1.478, 4.691], [-2.257, -0.276, 4.164], [-1.610, -2.594, 3.795], [-0.927, -3.694, 4.294], [-0.761, -4.799, 3.475], [-1.262, -4.760, 2.193], [-1.930, -3.616, 1.759], [-2.570, -3.604, 0.404], [-2.090, -2.555, 2.547], [-5.237, 3.224, -0.198], [-3.671, 2.467, -0.532], [-3.753, 4.197, -0.113], [-4.881, 4.872, 1.976], [-5.152, 4.638, 4.347], [-4.609, 2.600, 5.560], [-3.560, 1.245, 6.872], [-3.020, -0.959, 7.879], [-2.064, -2.728, 6.443], [-0.531, -3.694, 5.300], [-0.272, -5.689, 3.847], [-1.152, -5.601, 1.520], [-3.392, -4.327, 0.384], [-1.842, -3.901, -0.348], [-2.953, -2.614, 0.166], [-1.897, 5.876, 1.455], [-0.773, 4.999, 0.648], [-0.645, 3.568, 0.595], [-1.443, 2.693, 1.224], [-2.596, 2.710, 2.006], [-4.715, 1.515, 1.805], [-6.085, 1.419, 2.009], [-6.643, 0.181, 2.271], [-5.818, -0.935, 2.288], [-4.472, -0.765, 2.022], [-3.929, 0.433, 1.795], [-0.027, 5.552, 0.080], [0.206, 3.201, 0.037], [-6.694, 2.312, 1.979], [-7.705, 0.084, 2.453], [-6.213, -1.920, 2.489], [-3.783, -1.600, 2.006], [-6.849, -0.936, -1.372], [-5.527, -0.683, -2.046], [-4.611, -1.707, -2.242], [-3.409, -1.488, -2.899], [-2.471, -2.638, -3.157], [-3.102, -0.196, -3.351], [-4.012, 0.847, -3.161], [-3.738, 2.250, -3.641], [-5.212, 0.585, -2.511], [-1.881, -0.003, -4.182], [-2.104, 0.109, -5.553], [-1.051, 0.193, -6.444], [0.241, 0.128, -5.963], [0.501, 0.012, -4.597], [-0.566, -0.022, -3.690], [-0.193, 0.014, -1.710], [-1.961, 0.195, -0.390], [1.127, -1.672, -0.869], [1.849, 0.042, 0.433], [0.459, 0.134, 2.172], [1.362, 1.579, -1.163], [3.777, 0.075, 0.972], [4.450, -1.075, 1.399], [5.793, -0.979, 1.769], [6.454, 0.234, 1.766], [5.781, 1.370, 1.358], [4.455, 1.300, 0.937], [3.838, 2.555, 0.418], [2.979, 3.326, 1.204], [2.641, 2.921, 2.614], [2.448, 4.497, 0.671], [2.758, 4.917, -0.612], [2.165, 6.173, -1.192], [3.650, 4.158, -1.364], [4.204, 2.990, -0.866], [5.177, 2.197, -1.692], [3.892, -2.452, 1.521], [3.502, -2.919, 2.783], [3.327, -1.980, 3.944], [3.316, -4.284, 2.959], [3.449, -5.183, 1.911], [3.280, -6.664, 2.129], [3.765, -4.689, 0.652], [4.028, -3.341, 0.448], [4.516, -2.852, -0.890], [1.943, -0.166, -4.259], [2.461, -1.457, -4.115], [1.584, -2.682, -4.120], [3.839, -1.623, -4.002], [4.710, -0.550, -4.086], [6.200, -0.746, -4.014], [4.176, 0.722, -4.264], [2.810, 0.935, -4.335], [2.269, 2.329, -4.503], [-6.950, -1.982, -1.084], [-7.674, -0.682, -2.040], [-6.946, -0.321, -0.477], [-4.848, -2.707, -1.893], [-2.923, -3.581, -2.852], [-1.535, -2.517, -2.605], [-2.218, -2.698, -4.217], [-2.737, 2.350, -4.052], [-3.843, 2.959, -2.816], [-4.456, 2.536, -4.412], [-5.928, 1.391, -2.381], [-3.127, 0.114, -5.910], [-1.238, 0.282, -7.507], [1.082, 0.150, -6.646], [6.310, -1.880, 2.079], [7.488, 0.294, 2.084], [6.278, 2.333, 1.355], [3.488, 2.433, 3.096], [1.804, 2.218, 2.631], [2.352, 3.790, 3.205], [1.779, 5.097, 1.280], [1.454, 6.629, -0.504], [1.651, 5.952, -2.129], [2.947, 6.903, -1.409], [3.917, 4.492, -2.362], [5.369, 2.697, -2.639], [4.776, 1.202, -1.896], [6.127, 2.071, -1.172], [4.112, -1.224, 3.969], [3.332, -2.524, 4.889], [2.373, -1.454, 3.855], [3.091, -4.649, 3.955], [3.342, -6.914, 3.189], [4.057, -7.219, 1.601], [2.316, -7.014, 1.751], [3.861, -5.380, -0.179], [4.449, -3.642, -1.637], [5.557, -2.528, -0.815], [3.929, -2.000, -1.236], [0.591, -2.465, -4.508], [1.474, -3.068, -3.105], [2.032, -3.466, -4.733], [4.238, -2.625, -3.882], [6.450, -1.798, -3.880], [6.625, -0.182, -3.181], [6.680, -0.393, -4.929], [4.847, 1.567, -4.366], [3.080, 3.052, -4.580], [1.654, 2.594, -3.641], [1.643, 2.409, -5.393]]}

=====

Max |F|
In order: 4.4 2.3
Unit: eV/A
Molecular weight
In order: 1528.24 1372.91
Unit: g mol⁻¹
E_tot
In order: -5012.342667 -10170.522783
Unit: hartree